This record from the OMol25 dataset describes a cluster of 2 separate species, C9H10O3 in total in a non-equilibrium geometry. The level of theory is ωB97M-V/def2-TZVPD.

Each line ends with the Löwdin charge.
Geometry (Å):
1 C 2.803 -0.928 -0.349  -0.1080
2 C 1.979 -1.317 0.616  -0.1139
3 C 2.200 -0.347 -1.465  -0.0776
4 C 0.626 -1.133 0.610  -0.0294
5 C 0.810 -0.071 -1.500  -0.0124
6 C 0.006 -0.421 -0.379  -0.1548
7 C -1.422 -0.086 -0.248  -0.2966
8 C -2.611 -0.590 0.367  -0.4164
9 C -2.258 0.933 0.554  0.0851
10 O -2.488 -0.563 -1.074  0.0603
11 O 0.620 2.807 0.460  -0.0475
12 O -3.081 -1.570 1.168  0.0681
13 H 3.845 -1.296 -0.349  0.1198
14 H 2.345 -1.977 1.373  0.1086
15 H 2.827 0.198 -2.182  0.1061
16 H 0.105 -1.308 1.532  0.1247
17 H 0.413 0.518 -2.337  0.1248
18 H 0.564 2.222 -0.287  -0.0042
19 H -1.845 1.158 1.578  0.1290
20 H -2.790 1.642 -0.108  0.1128
21 H 1.307 3.472 0.339  0.0404
22 H -3.957 -1.345 1.681  0.1810

- orbital gap (alpha / beta) (eV) = 5.59 / 5.63
- ⟨S²⟩ = 2.039
- multiplicity = 3
- highest occupied orbital energy (alpha / beta) (eV) = -5.058 / -8.592
- E (Eh) = -574.35523
- LUMO energy (alpha / beta) (Ha) = 0.020 / -0.109

---

This record from the OMol25 dataset describes the molecule C19H18ClF3N4O3. The level of theory is ωB97M-V/def2-TZVPD.

Each line ends with the Löwdin charge.
Geometry (Å):
1 O -3.486 -1.411 2.441  0.0882
2 C -3.281 -1.702 1.286  -0.4229
3 N -3.915 -1.172 0.210  0.1606
4 C -4.910 -0.201 0.193  -0.2792
5 N -5.296 0.128 -1.036  0.1261
6 C -6.240 1.032 -1.193  -0.1618
7 C -6.853 1.660 -0.116  -0.6677
8 C -6.453 1.324 1.172  -0.0772
9 C -5.461 0.376 1.338  0.0138
10 H -5.121 0.084 2.317  0.1011
11 H -6.912 1.796 2.026  0.1106
12 Cl -8.088 2.835 -0.374  0.6705
13 H -6.517 1.260 -2.213  0.1094
14 H -3.652 -1.495 -0.722  0.1222
15 C -2.232 -2.757 0.896  -0.0398
16 H -2.681 -3.494 0.221  0.1402
17 H -1.867 -3.237 1.806  0.1411
18 O -1.085 -2.176 0.277  0.0063
19 C -1.121 -1.964 -1.040  -0.4492
20 O -2.099 -2.187 -1.712  0.1083
21 C 0.167 -1.406 -1.607  -0.2068
22 C 0.366 0.054 -1.164  -0.0950
23 H -0.571 0.606 -1.261  0.1268
24 H 1.101 0.513 -1.829  0.1267
25 C 0.884 0.142 0.274  -0.1365
26 N 2.107 -0.612 0.403  -0.0675
27 C 3.350 -0.089 0.283  -0.2705
28 N 4.348 -0.977 0.154  0.1225
29 C 5.592 -0.561 0.090  -0.0697
30 C 5.948 0.779 0.141  -0.1187
31 C 4.924 1.722 0.271  -0.0002
32 C 3.622 1.297 0.342  0.0112
33 H 2.834 2.024 0.442  0.0976
34 H 5.164 2.774 0.312  0.1276
35 C 7.367 1.234 0.058  -0.5934
36 F 8.241 0.229 -0.085  0.1354
37 F 7.753 1.920 1.154  0.1311
38 F 7.578 2.069 -0.982  0.1295
39 H 6.340 -1.336 -0.012  0.1239
40 C 1.893 -2.024 0.169  -0.1452
41 H 2.838 -2.542 0.325  0.1116
42 C 1.402 -2.252 -1.262  -0.1000
43 H 1.185 -3.309 -1.415  0.1251
44 H 2.205 -1.970 -1.947  0.1252
45 H 1.153 -2.380 0.889  0.1205
46 H 1.033 1.183 0.554  0.1115
47 H 0.152 -0.291 0.962  0.1249
48 H 0.020 -1.421 -2.693  0.1518

- orbital gap (eV) = 8.85
- relative energy (zero: lowest compared OMol25 entry of this formula, charge and spin) (kJ/mol) = 0.0
- structure (SMILES) = O=C(COC(=O)C1CCN(c2ccc(C(F)(F)F)cn2)CC1)Nc1ccc(Cl)cn1
- highest occupied orbital energy (eV) = -8.368
- E (Eh) = -1939.44507
- LUMO energy (Ha) = 0.018

---

Copy entry 1 word for word.
This record from the OMol25 dataset describes a cluster of 2 separate species, C9H10O3 in total in a non-equilibrium geometry. The level of theory is ωB97M-V/def2-TZVPD.

Each line ends with the Löwdin charge.
Geometry (Å):
1 C 2.803 -0.928 -0.349  -0.1080
2 C 1.979 -1.317 0.616  -0.1139
3 C 2.200 -0.347 -1.465  -0.0776
4 C 0.626 -1.133 0.610  -0.0294
5 C 0.810 -0.071 -1.500  -0.0124
6 C 0.006 -0.421 -0.379  -0.1548
7 C -1.422 -0.086 -0.248  -0.2966
8 C -2.611 -0.590 0.367  -0.4164
9 C -2.258 0.933 0.554  0.0851
10 O -2.488 -0.563 -1.074  0.0603
11 O 0.620 2.807 0.460  -0.0475
12 O -3.081 -1.570 1.168  0.0681
13 H 3.845 -1.296 -0.349  0.1198
14 H 2.345 -1.977 1.373  0.1086
15 H 2.827 0.198 -2.182  0.1061
16 H 0.105 -1.308 1.532  0.1247
17 H 0.413 0.518 -2.337  0.1248
18 H 0.564 2.222 -0.287  -0.0042
19 H -1.845 1.158 1.578  0.1290
20 H -2.790 1.642 -0.108  0.1128
21 H 1.307 3.472 0.339  0.0404
22 H -3.957 -1.345 1.681  0.1810

- orbital gap (alpha / beta) (eV) = 5.59 / 5.63
- ⟨S²⟩ = 2.039
- multiplicity = 3
- highest occupied orbital energy (alpha / beta) (eV) = -5.058 / -8.592
- E (Eh) = -574.35523
- LUMO energy (alpha / beta) (Ha) = 0.020 / -0.109